Record 1
Computed, not measured: a structure of composition C47H29N11O3Sr at a distorted geometry, with ωB97M-V with the def2-TZVPD basis set.

Cartesian coordinates (Å):
Sr -0.94 0.99 0.04
C 4.40 5.24 0.30
C 4.68 4.71 -0.99
C 3.99 3.62 -1.46
C 3.00 3.04 -0.65
C 2.10 1.95 -0.81
N 1.95 1.12 -1.98
C 0.38 -0.92 -2.24
C -0.17 -1.34 -3.49
C 0.29 -1.43 -4.82
C -0.55 -1.90 -5.80
C -1.88 -2.28 -5.50
C -2.37 -2.19 -4.22
C -1.52 -1.72 -3.20
C -1.72 -1.48 -1.82
N -2.85 -1.84 -1.08
C -3.11 -1.52 0.13
N -2.44 -0.63 0.98
C -3.04 -0.53 2.16
N -2.74 0.20 3.24
C -1.70 1.06 3.32
N -0.85 1.49 2.41
C 0.11 2.34 2.98
N 1.14 2.91 2.45
C 1.67 2.78 1.19
N 1.35 1.83 0.27
C 2.72 3.58 0.65
C 3.44 4.69 1.11
C -0.24 2.48 4.41
C 0.34 3.20 5.44
C -0.23 3.09 6.71
C -1.35 2.29 6.93
C -1.92 1.56 5.89
C -1.35 1.67 4.63
C -4.20 -1.47 2.17
C -5.12 -1.79 3.15
C -6.10 -2.73 2.84
C -6.15 -3.32 1.58
C -5.22 -3.00 0.60
C -4.25 -2.06 0.91
N -0.57 -1.02 -1.29
H 4.97 6.10 0.64
H 5.44 5.18 -1.60
H 4.19 3.22 -2.45
H 1.30 -1.13 -5.09
H -0.20 -1.96 -6.82
H -2.52 -2.64 -6.30
H -3.39 -2.46 -3.98
H 3.23 5.10 2.09
H 1.21 3.81 5.26
H 0.19 3.65 7.53
H -1.78 2.23 7.92
H -2.79 0.93 6.03
H -5.07 -1.31 4.12
H -6.84 -3.00 3.59
H -6.92 -4.05 1.37
H -5.24 -3.46 -0.38
C 2.85 -1.02 -2.77
C 1.77 -0.39 -1.89
N 2.22 -0.73 -0.52
N 1.78 -1.78 -0.09
C 2.17 -2.08 1.25
O 1.91 -1.35 2.16
C 2.78 -3.44 1.42
C 2.98 -3.91 2.71
C 3.56 -5.15 2.91
C 3.94 -5.92 1.82
C 3.74 -5.45 0.53
C 3.16 -4.21 0.33
C 1.05 1.70 -2.92
C 1.46 1.93 -4.22
C 0.54 2.46 -5.12
C -0.74 2.74 -4.68
C -1.06 2.50 -3.35
N -0.18 1.99 -2.50
H 2.71 -2.10 -2.84
H 3.83 -0.79 -2.34
H 2.81 -0.58 -3.77
H 2.67 -3.28 3.54
H 3.71 -5.52 3.92
H 4.39 -6.90 1.98
H 4.03 -6.06 -0.32
H 2.97 -3.84 -0.67
H 2.48 1.70 -4.51
H 0.83 2.64 -6.15
H -1.49 3.14 -5.35
H -2.05 2.70 -2.96
O -4.35 2.48 -2.23
C -3.90 2.03 -1.17
O -2.75 2.22 -0.68
H -4.57 1.37 -0.57

Its calculated total energy is -72584.87632 eV. As for the energy above the lowest of the compared OMol25 structures with the same formula, charge and spin: 241.85 kJ/mol. The value obtained for the LUMO energy is 3.93 eV. The total charge is -2. As for the HOMO energy: -1.226 eV. The calculation puts the HOMO-LUMO gap at 5.15 eV.

Record 2
Computed, not measured: a structure of composition C9H17N2S at a distorted geometry, with ωB97M-V with the def2-TZVPD basis set.

Cartesian coordinates (Å):
C 0.78 -1.77 -2.98
C 0.10 -0.89 -3.74
C -0.04 -0.33 -1.40
C -2.07 -0.64 0.48
C -0.06 -1.13 1.90
C -1.24 1.06 2.27
C 2.09 2.05 -0.04
C 0.07 0.78 0.22
C -0.88 -0.02 1.20
N 0.57 -1.49 -1.61
N 1.32 0.96 0.44
S -0.72 0.36 -2.77
H 1.40 -2.71 -3.22
H 0.15 -0.92 -4.78
H -2.38 -0.09 -0.47
H -2.97 -0.59 1.10
H -1.74 -1.71 0.43
H 0.59 -0.66 2.54
H 0.44 -1.71 1.12
H -0.74 -1.75 2.41
H -2.33 1.13 2.19
H -0.87 2.05 2.05
H -0.87 0.84 3.27
H 2.53 1.84 -1.01
H 1.40 2.89 -0.12
H 2.92 2.38 0.61
H -0.39 1.58 -0.35
H 1.20 -1.91 -0.93
H 1.73 0.41 1.19

Its calculated total energy is -23415.59855 eV. As for the energy above the lowest of the compared OMol25 structures with the same formula, charge and spin: 129.45 kJ/mol. The value obtained for the LUMO energy is -3.16 eV. The total charge is +1. As for the HOMO energy: -12.697 eV. The calculation puts the HOMO-LUMO gap at 9.53 eV.

> What is the formula in the first record?

C47H29N11O3Sr